No. 1
Formula: C62H60AsFGeInO4P4S4
Source: the Open Molecules 2025 dataset
Level of theory: ωB97M-V/def2-TZVPD

Calculated values
energy above the lowest of the compared OMol25 structures with the same formula, charge and spin = 0.0 kcal per mole
highest occupied orbital energy = -0.205 Eh
gap between HOMO and LUMO = 7.8 eV
net charge = -1
total energy = -10260.848097 hartree
2S+1 = 1

```
138
C62H60AsFGeInO4P4S4 ωB97M-V/def2-TZVPD
In -1.24 -3.35 2.27
F 2.68 5.01 -2.89
Ge 2.16 3.53 -2.03
C 0.25 3.67 -2.49
C -0.07 4.90 -3.08
C -1.28 5.10 -3.72
C -2.18 4.05 -3.82
C -1.88 2.84 -3.22
C -0.70 2.64 -2.50
P -0.43 1.05 -1.60
C -1.75 1.15 -0.31
C -2.85 2.00 -0.42
C -3.85 2.05 0.55
C -3.75 1.27 1.69
C -2.64 0.45 1.84
C -1.66 0.39 0.86
C -1.16 -0.10 -2.82
C -0.39 -0.36 -3.96
C -0.87 -1.20 -4.95
C -2.11 -1.80 -4.81
C -2.87 -1.56 -3.68
C -2.40 -0.70 -2.69
C 3.07 3.97 -0.35
C 4.31 4.59 -0.54
C 5.10 4.90 0.55
C 4.66 4.61 1.84
C 3.43 4.02 2.03
C 2.62 3.69 0.93
P 1.00 2.85 1.10
C 1.31 1.90 2.63
C 1.95 0.68 2.44
C 2.38 -0.07 3.53
C 2.15 0.38 4.82
C 1.48 1.59 5.01
C 1.07 2.35 3.93
C -0.09 4.23 1.60
C 0.14 5.52 1.13
C -0.79 6.53 1.37
C -1.95 6.26 2.09
C -2.18 4.97 2.55
C -1.26 3.96 2.30
C 3.30 2.30 -3.04
C 3.73 2.74 -4.29
C 4.73 2.06 -4.98
C 5.33 0.94 -4.41
C 4.90 0.49 -3.18
C 3.87 1.14 -2.50
P 3.21 0.51 -0.91
C 4.75 0.07 -0.03
C 5.55 1.15 0.36
C 6.69 0.95 1.12
C 7.04 -0.33 1.53
C 6.24 -1.41 1.16
C 5.11 -1.21 0.39
C 2.53 -1.13 -1.41
C 2.49 -1.61 -2.71
C 1.92 -2.84 -3.00
C 1.39 -3.61 -1.98
C 1.40 -3.14 -0.68
C 1.96 -1.90 -0.40
H 0.66 5.70 -3.07
H -1.51 6.06 -4.16
H -3.12 4.17 -4.35
H -2.59 2.02 -3.30
H -2.95 2.66 -1.28
H -4.69 2.72 0.41
H -4.52 1.30 2.45
H -2.52 -0.15 2.73
H -0.84 -0.27 1.11
H 0.58 0.10 -4.06
H -0.26 -1.39 -5.83
H -2.48 -2.47 -5.58
H -3.83 -2.04 -3.55
H -3.00 -0.54 -1.81
H 4.66 4.81 -1.54
H 6.07 5.36 0.40
H 5.28 4.85 2.70
H 3.09 3.78 3.03
H 2.13 0.32 1.44
H 2.87 -1.03 3.36
H 2.45 -0.21 5.66
H 1.29 1.94 6.02
H 0.58 3.30 4.09
H 1.04 5.75 0.58
H -0.60 7.53 1.00
H -2.67 7.05 2.28
H -3.09 4.75 3.09
H -1.48 2.96 2.64
H 3.31 3.64 -4.72
H 5.05 2.42 -5.95
H 6.13 0.43 -4.93
H 5.35 -0.39 -2.73
H 5.28 2.16 0.06
H 7.30 1.80 1.40
H 7.92 -0.49 2.13
H 6.50 -2.41 1.48
H 4.50 -2.06 0.12
H 2.90 -1.02 -3.52
H 1.89 -3.19 -4.02
H 0.95 -4.58 -2.20
H 0.98 -3.73 0.12
H 1.94 -1.54 0.63
S 0.93 -4.35 6.46
As -0.01 -3.97 4.67
S -0.81 -1.92 4.25
S 1.09 -4.21 2.74
S -1.82 -5.10 4.05
C -4.26 -6.58 -1.10
C -3.18 -5.57 -0.75
C -2.27 -6.13 0.34
C -2.39 -5.16 -1.98
O -3.93 -4.43 -0.27
P -3.44 -3.02 0.28
O -4.17 -1.94 -0.39
O -1.89 -3.01 0.33
O -3.69 -3.07 1.88
C -4.96 -3.09 2.61
C -6.00 -2.23 1.90
C -4.63 -2.52 3.98
C -5.41 -4.54 2.70
H -3.80 -7.50 -1.48
H -4.92 -6.17 -1.86
H -4.85 -6.83 -0.22
H -1.92 -7.12 0.05
H -2.81 -6.22 1.29
H -1.39 -5.51 0.49
H -1.86 -6.03 -2.38
H -1.67 -4.38 -1.75
H -3.06 -4.79 -2.76
H -5.62 -1.22 1.73
H -6.88 -2.17 2.54
H -6.28 -2.64 0.94
H -4.23 -1.51 3.88
H -3.89 -3.14 4.48
H -5.54 -2.48 4.58
H -5.62 -4.94 1.71
H -6.31 -4.60 3.31
H -4.63 -5.14 3.18
```

No. 2
Formula: C3H3FIO2
Source: the Open Molecules 2025 dataset
Level of theory: ωB97M-V/def2-TZVPD

Calculated values
energy above the lowest of the compared OMol25 structures with the same formula, charge and spin = 18.6 kcal per mole
highest occupied orbital energy = -0.182 Eh
gap between HOMO and LUMO = 8.0 eV
net charge = -1
total energy = -664.183975 hartree
2S+1 = 1
SMILES = C[C@@](F)(I)C(=O)[O-]

```
10
C3H3FIO2 ωB97M-V/def2-TZVPD
C 0.44 -0.19 1.12
C -0.26 0.38 -0.11
F -1.59 1.09 0.60
I 0.92 2.19 -0.59
C -0.39 -0.68 -1.45
O 0.35 -0.27 -2.33
O -1.28 -1.50 -1.45
H -0.23 -0.78 1.73
H 1.27 -0.83 0.67
H 0.76 0.59 1.81
```

No. 3
Formula: C4H5CuLiO2
Source: the Open Molecules 2025 dataset
Level of theory: ωB97M-V/def2-TZVPD

Calculated values
highest occupied orbital energy (alpha / beta) = -0.800 / -0.791 Eh
gap between HOMO and LUMO (alpha / beta) = 9.7 / 4.3 eV
net charge = +3
total energy = -1952.551751 hartree
2S+1 = 3

```
13
C4H5CuLiO2 ωB97M-V/def2-TZVPD
H -0.43 -2.14 0.52
C 0.27 -1.49 1.06
C 1.12 -0.63 0.29
O 0.25 -1.45 2.30
Li -0.31 -2.45 3.74
H 1.25 -0.86 -0.77
H 1.93 -0.11 0.80
C -0.13 1.70 -0.32
C -0.83 1.39 -1.39
O -1.17 0.91 -2.42
Cu -2.10 1.07 -3.92
H 0.82 2.21 -0.48
H -0.68 1.87 0.61
```

No. 4
Formula: C3H2O3S
Source: the Open Molecules 2025 dataset
Level of theory: ωB97M-V/def2-TZVPD

Calculated values
energy above the lowest of the compared OMol25 structures with the same formula, charge and spin = 38.7 kcal per mole
highest occupied orbital energy = -0.353 Eh
gap between HOMO and LUMO = 8.0 eV
total energy = -739.389591 hartree
2S+1 = 1
SMILES = O=C(O)C(=O)C=S

```
9
C3H2O3S ωB97M-V/def2-TZVPD
O -0.30 -1.34 1.28
C -0.38 -0.94 0.16
O -1.41 -1.14 -0.70
C 0.55 0.06 -0.46
O 1.17 -0.25 -1.45
C 0.81 1.37 0.23
S -0.32 2.22 0.96
H -2.01 -1.69 -0.18
H 1.89 1.70 0.16
```

No. 5
Formula: C17H22N3O7STa
Source: the Open Molecules 2025 dataset
Level of theory: ωB97M-V/def2-TZVPD

Calculated values
energy above the lowest of the compared OMol25 structures with the same formula, charge and spin = 29.0 kcal per mole
highest occupied orbital energy = -0.572 Eh
gap between HOMO and LUMO = 8.2 eV
net charge = +2
total energy = -1806.750936 hartree
2S+1 = 1

```
51
C17H22N3O7STa ωB97M-V/def2-TZVPD
Ta -0.01 0.10 -0.19
C 0.15 1.21 1.97
C -0.58 0.14 2.48
C -1.89 0.20 1.96
C -1.96 1.28 1.10
C -0.68 1.92 1.05
H 1.16 1.48 2.23
H -0.21 -0.62 3.14
H -2.67 -0.52 2.14
H -2.83 1.57 0.53
H -0.47 2.91 0.65
N -1.56 0.88 -1.60
C -1.42 0.92 -3.10
C -0.88 -0.40 -3.65
C 0.57 -0.52 -3.23
O 1.53 -0.54 -3.92
O 0.68 -0.56 -1.86
H -2.36 0.28 -1.39
H -1.84 1.81 -1.31
H -0.77 1.75 -3.35
H -2.40 1.12 -3.52
H -0.93 -0.39 -4.74
H -1.46 -1.24 -3.28
O 0.13 -5.87 0.72
C 1.28 -5.32 1.08
O 2.24 -5.95 1.43
C 1.41 -3.82 0.98
C 2.62 -3.21 1.27
N 2.46 -1.90 1.09
N 1.21 -1.59 0.73
C 0.57 -2.77 0.66
C -0.84 -2.72 0.21
O -1.53 -3.68 -0.01
O -1.19 -1.45 0.01
H -0.52 -5.21 0.42
H 3.55 -3.66 1.58
H 3.14 -1.17 1.26
O 1.67 1.21 -0.29
S 3.22 1.21 -0.53
C 3.66 2.92 -0.20
C 3.46 3.67 -1.52
C 4.05 2.75 -2.58
C 3.49 1.34 -2.32
H 4.72 2.89 0.08
H 3.07 3.26 0.65
H 3.96 4.63 -1.48
H 2.40 3.84 -1.70
H 5.14 2.74 -2.50
H 3.80 3.06 -3.59
H 4.14 0.52 -2.62
H 2.52 1.17 -2.77
```

No. 6
Formula: C23H27InN3O2S3
Source: the Open Molecules 2025 dataset
Level of theory: ωB97M-V/def2-TZVPD

Calculated values
energy above the lowest of the compared OMol25 structures with the same formula, charge and spin = 0.0 kcal per mole
highest occupied orbital energy = -0.414 Eh
gap between HOMO and LUMO = 9.3 eV
net charge = +1
total energy = -2591.967123 hartree
2S+1 = 1

```
59
C23H27InN3O2S3 ωB97M-V/def2-TZVPD
In 0.07 -0.42 -0.34
N 2.39 -0.32 -0.67
C 2.96 0.92 -0.19
C 4.12 0.86 0.57
C 4.67 2.00 1.12
C 4.05 3.22 0.90
C 2.90 3.28 0.14
C 2.32 2.14 -0.44
C 1.09 2.34 -1.27
C 1.01 3.50 -2.04
C -0.15 3.84 -2.71
C -1.27 3.02 -2.62
C -1.19 1.85 -1.88
C -0.02 1.49 -1.21
H 2.77 -1.11 -0.14
H 2.58 -0.48 -1.65
H 4.59 -0.11 0.73
H 5.58 1.94 1.70
H 4.46 4.13 1.33
H 2.41 4.23 0.00
H 1.87 4.14 -2.13
H -0.18 4.74 -3.31
H -2.18 3.28 -3.14
H -2.06 1.19 -1.85
C -3.60 1.71 1.24
C -3.98 0.26 0.94
S -2.71 -0.87 0.30
C -2.28 -1.92 1.70
C -1.49 -1.27 2.83
S 0.10 -0.54 2.32
C 0.02 1.19 2.86
C -0.94 2.12 2.15
S -2.65 2.01 2.75
H -4.53 2.26 1.38
H -3.09 2.18 0.40
H -4.74 0.26 0.17
H -4.41 -0.21 1.82
H -1.72 -2.74 1.26
H -3.20 -2.35 2.11
H -1.25 -2.02 3.58
H -2.07 -0.47 3.30
H 1.05 1.53 2.71
H -0.14 1.17 3.94
H -0.94 1.95 1.08
H -0.60 3.14 2.31
C -1.20 -4.43 -3.18
N -0.39 -4.11 -2.01
C 0.38 -5.06 -1.36
C 1.19 -4.76 -0.33
C 1.30 -3.38 0.11
O 2.11 -2.96 0.93
N 0.40 -2.51 -0.49
C -0.34 -2.82 -1.58
O -0.95 -1.89 -2.14
H -1.28 -5.52 -3.25
H -0.73 -4.04 -4.08
H -2.19 -4.00 -3.07
H 0.28 -6.06 -1.74
H 1.79 -5.52 0.14
```

No. 7
Formula: C3H4Cl2Si
Source: the Open Molecules 2025 dataset
Level of theory: ωB97M-V/def2-TZVPD

Calculated values
energy above the lowest of the compared OMol25 structures with the same formula, charge and spin = 110.3 kcal per mole
highest occupied orbital energy = -0.331 Eh
gap between HOMO and LUMO = 8.8 eV
total energy = -1326.442397 hartree
2S+1 = 1

```
10
C3H4Cl2Si ωB97M-V/def2-TZVPD
C -1.57 -1.11 1.78
C -1.24 -0.45 0.86
C 1.66 0.31 -0.70
Si -0.85 0.62 -0.66
Cl 1.77 -1.42 -1.03
Cl 2.36 0.76 0.90
H -1.85 -1.54 2.65
H 2.18 0.84 -1.43
H -0.81 1.98 -0.44
H -1.64 0.01 -1.92
```

No. 8
Formula: C8H13N3O
Source: the Open Molecules 2025 dataset
Level of theory: ωB97M-V/def2-TZVPD

Calculated values
energy above the lowest of the compared OMol25 structures with the same formula, charge and spin = 159.2 kcal per mole
highest occupied orbital energy = -0.277 Eh
gap between HOMO and LUMO = 8.4 eV
total energy = -551.906070 hartree
2S+1 = 1
SMILES = CCN(N)/C(C(C)=C=N)=C1/CO1

```
25
C8H13N3O ωB97M-V/def2-TZVPD
C -2.20 -1.26 -0.72
C -0.77 -1.25 -1.37
N 0.05 -1.13 -0.16
N 0.12 -2.19 0.72
C 0.33 0.05 0.46
C 1.00 1.09 -0.47
C 2.45 0.97 -0.81
C 0.23 1.82 -1.25
N -0.39 2.49 -2.03
C 0.12 0.32 1.69
C 0.27 1.24 2.76
O -0.25 -0.08 2.91
H -2.25 -1.79 0.19
H -2.49 -0.14 -0.64
H -3.05 -1.63 -1.32
H -0.76 -2.25 -1.80
H -0.62 -0.40 -1.95
H 0.58 -3.04 0.48
H -0.80 -2.31 1.07
H 3.04 1.07 0.24
H 2.90 1.73 -1.36
H 2.80 0.00 -1.17
H -0.91 3.31 -1.77
H 1.13 1.51 3.37
H -0.53 1.87 2.92
```

No. 9
Formula: C18H26N5Tm
Source: the Open Molecules 2025 dataset
Level of theory: ωB97M-V/def2-TZVPD

Calculated values
energy above the lowest of the compared OMol25 structures with the same formula, charge and spin = 0.0 kcal per mole
highest occupied orbital energy (alpha / beta) = -0.544 / -0.544 Eh
gap between HOMO and LUMO (alpha / beta) = 8.6 / 8.6 eV
net charge = +2
total energy = -2060.112633 hartree
2S+1 = 3

```
50
C18H26N5Tm ωB97M-V/def2-TZVPD
Tm -0.48 0.76 0.40
N 0.15 -1.69 1.00
C -1.00 -2.58 1.32
C -2.28 -1.99 0.78
N -2.44 -0.57 1.16
C -2.72 -0.33 2.60
C -1.47 -0.13 3.45
N -0.62 0.95 2.89
H 0.57 -2.00 0.13
H 0.88 -1.83 1.70
H -1.06 -2.70 2.40
H -0.86 -3.58 0.91
H -3.14 -2.59 1.13
H -2.29 -2.04 -0.31
H -3.25 -0.22 0.65
H -3.31 -1.15 3.01
H -3.33 0.57 2.66
H -0.87 -1.03 3.50
H -1.79 0.10 4.47
H 0.25 1.00 3.42
H -1.07 1.85 3.05
C -0.82 3.29 0.65
C -0.19 3.11 -0.61
C -1.10 2.44 -1.46
C -2.28 2.19 -0.73
C -2.10 2.72 0.57
H -0.40 3.83 1.48
H 0.78 3.50 -0.90
H -0.93 2.20 -2.50
H -3.19 1.76 -1.12
H -2.86 2.76 1.35
N 2.01 0.93 0.45
C 2.66 0.23 -0.66
C 4.02 0.12 -0.74
C 4.63 -0.53 -1.83
C 3.86 -1.05 -2.84
C 2.45 -0.95 -2.78
C 1.61 -1.47 -3.79
C 0.26 -1.35 -3.69
C -0.27 -0.72 -2.55
N 0.48 -0.22 -1.58
C 1.84 -0.32 -1.68
H 2.18 1.93 0.34
H 2.49 0.68 1.32
H 4.64 0.54 0.04
H 5.71 -0.61 -1.87
H 4.32 -1.53 -3.69
H 2.06 -1.95 -4.65
H -0.41 -1.73 -4.45
H -1.34 -0.61 -2.44
```

No. 10
Formula: C5H11F2N2S
Source: the Open Molecules 2025 dataset
Level of theory: ωB97M-V/def2-TZVPD

Calculated values
highest occupied orbital energy = -0.482 Eh
gap between HOMO and LUMO = 9.7 eV
net charge = +1
total energy = -904.161967 hartree
2S+1 = 1

```
21
C5H11F2N2S ωB97M-V/def2-TZVPD
C -2.59 -0.90 0.10
C -1.70 0.00 -0.28
C 2.43 -0.57 -0.82
C -1.58 1.42 -0.28
C 1.18 0.12 -0.48
N 0.17 -0.63 -0.51
N 1.69 0.77 1.20
F -2.78 1.96 -0.42
F -0.92 1.98 0.78
S -2.52 -2.62 0.06
H -3.55 -0.37 0.24
H 2.65 -1.33 -0.16
H 2.29 -0.97 -1.82
H 3.46 0.03 -0.82
H -0.93 1.70 -1.19
H 1.12 1.21 -0.68
H 0.22 -1.52 -0.07
H 1.90 -0.06 1.80
H 2.45 1.54 1.42
H 0.86 1.09 1.70
H -3.88 -2.86 0.24
```

No. 11
Formula: C2F6NO4S2Tb
Source: the Open Molecules 2025 dataset
Level of theory: ωB97M-V/def2-TZVPD

Calculated values
energy above the lowest of the compared OMol25 structures with the same formula, charge and spin = 0.0 kcal per mole
highest occupied orbital energy (alpha / beta) = -0.374 / -0.374 Eh
gap between HOMO and LUMO (alpha / beta) = 7.3 / 7.8 eV
total energy = -2651.927064 hartree
2S+1 = 7

```
16
C2F6NO4S2Tb ωB97M-V/def2-TZVPD
O 0.53 -1.26 1.84
Tb 0.34 -0.39 -0.32
N -1.04 0.44 -2.00
S -0.40 -2.39 2.41
O 0.42 -3.62 2.71
C -0.61 -1.66 4.13
F -1.91 -1.49 4.36
F -0.01 -0.48 4.22
F -0.11 -2.46 5.07
S -0.25 1.72 -2.19
O 0.99 1.68 -1.27
O -0.89 3.05 -2.20
C 0.58 1.72 -3.87
F 1.58 0.84 -3.90
F -0.30 1.38 -4.81
F 1.08 2.92 -4.18
```

No. 12
Formula: C16H24AlF12O15S4
Source: the Open Molecules 2025 dataset
Level of theory: ωB97M-V/def2-TZVPD

Calculated values
energy above the lowest of the compared OMol25 structures with the same formula, charge and spin = 17.6 kcal per mole
highest occupied orbital energy = -0.263 Eh
gap between HOMO and LUMO = 3.0 eV
net charge = -1
total energy = -4786.119482 hartree
2S+1 = 1

```
72
C16H24AlF12O15S4 ωB97M-V/def2-TZVPD
Al 0.78 1.16 -0.55
C 2.62 -1.92 3.51
F 1.54 -2.69 3.45
F 2.40 -0.90 4.34
F 3.62 -2.63 4.04
S 3.21 -1.31 1.82
O 3.76 -2.49 1.17
O 1.99 -0.75 1.20
O 4.22 -0.32 2.14
C -2.35 2.45 3.66
F -1.56 3.43 4.06
F -1.86 1.24 4.00
F -3.52 2.58 4.26
S -2.50 2.41 1.81
O -1.13 2.21 1.33
O -3.45 1.37 1.49
O -2.98 3.75 1.47
C 0.98 -3.82 -1.87
F -0.15 -3.64 -2.52
F 0.66 -3.85 -0.57
F 1.54 -4.98 -2.18
S 2.22 -2.49 -2.21
O 2.31 -2.32 -3.67
O 1.64 -1.30 -1.59
O 3.47 -2.97 -1.66
C -4.40 0.69 -2.51
F -4.01 -0.35 -3.22
F -5.37 1.37 -3.09
F -4.83 0.25 -1.35
S -2.96 1.87 -2.27
O -2.42 2.13 -3.58
O -3.48 3.07 -1.63
O -2.01 1.13 -1.43
C -2.50 -2.80 0.59
C -2.28 -2.00 1.89
C -0.99 -1.25 1.62
O -0.97 -1.00 0.21
C -2.03 -1.73 -0.40
H -3.54 -3.04 0.41
H -1.76 -3.60 0.59
H -2.27 -2.64 2.78
H -2.99 -1.18 2.05
H -0.11 -1.83 1.91
H -1.03 -0.29 2.13
H -1.57 -2.16 -1.30
H -2.84 -1.08 -0.72
C 2.17 2.59 4.26
C 3.49 2.41 3.55
C 3.13 2.74 2.12
O 1.81 2.13 1.97
C 1.26 1.83 3.27
H 1.86 3.63 4.38
H 2.10 2.06 5.21
H 3.78 1.37 3.68
H 4.34 2.97 3.94
H 3.77 2.26 1.39
H 3.00 3.80 1.88
H 1.25 0.76 3.45
H 0.21 2.12 3.26
C -0.52 0.08 -5.34
C 0.97 0.25 -5.68
C 1.55 0.66 -4.30
O 0.53 0.41 -3.33
C -0.50 -0.40 -3.90
H -0.98 -0.66 -6.00
H -1.09 1.01 -5.40
H 1.03 0.92 -6.54
H 1.33 -0.71 -6.05
H 1.78 1.72 -4.25
H 2.41 0.01 -4.11
H -1.39 -0.26 -3.28
H -0.32 -1.47 -3.79
```

- Look up the 2S+1 of the second one.
  1